(1)
C29H17BrN4O5Ru as an isolated structure, computed with the ωB97M-V functional and the def2-TZVPD basis.

The electronic energy comes out at -119168.2098 eV. As for the expectation value of S²: 6.060. Its net charge is 0. Its spin multiplicity is 5. For the LUMO energy (spin up / spin down), the calculation gives -0.720 / -2.740 eV. Its HOMO-LUMO gap (spin up / spin down) is 7.5204 / 5.5873 eV. The maximum force is 0.0084 Eh/bohr.

```
57
Properties=species:S:1:pos:R:3:nbo_charge:R:1
Ru 0.53 0.01 0.57 1.342
O -0.20 -4.63 -0.06 -0.655
C -1.24 -4.51 -0.91 0.373
C -1.76 -5.68 -1.46 -0.284
C -2.82 -5.62 -2.33 -0.143
C -3.40 -4.40 -2.68 -0.269
C -2.89 -3.24 -2.15 -0.134
C -1.81 -3.27 -1.26 -0.199
C -1.27 -2.03 -0.71 0.623
O -0.33 -2.04 0.13 -0.672
N -1.84 -0.87 -1.14 -0.309
N -1.25 0.21 -0.69 -0.243
C -1.84 1.34 -1.05 0.138
C -1.46 2.65 -0.75 -0.193
C -2.30 3.69 -1.23 -0.136
C -2.03 5.00 -0.99 -0.249
C -0.87 5.35 -0.25 -0.148
C -0.02 4.40 0.22 -0.243
C -0.26 3.01 -0.01 0.465
O 0.56 2.16 0.44 -0.638
H 0.05 -3.74 0.24 0.514
H -1.30 -6.62 -1.17 0.229
H -3.22 -6.54 -2.74 0.217
H -4.24 -4.37 -3.36 0.219
H -3.32 -2.28 -2.40 0.235
H -2.75 1.21 -1.64 0.204
H -3.18 3.41 -1.79 0.215
H -2.68 5.78 -1.36 0.222
H -0.65 6.39 -0.06 0.219
H 0.87 4.65 0.79 0.224
Br 4.05 -1.40 0.69 0.134
C 3.15 -1.06 2.30 0.163
C 3.83 -1.29 3.48 -0.265
C 3.17 -1.06 4.67 -0.126
C 1.86 -0.63 4.64 -0.213
C 1.25 -0.42 3.42 0.123
N 1.89 -0.62 2.25 -0.509
C -0.21 0.02 3.37 0.751
O -0.79 0.20 4.42 -0.592
O -0.69 0.16 2.19 -0.718
H 4.84 -1.65 3.45 0.244
H 3.67 -1.24 5.62 0.231
H 1.27 -0.44 5.53 0.263
N 6.34 -0.55 -7.54 -0.310
C 5.65 -0.49 -6.62 0.279
C 4.80 -0.42 -5.47 -0.190
C 3.66 -1.22 -5.39 -0.146
C 2.84 -1.14 -4.29 -0.220
C 3.14 -0.27 -3.23 -0.020
C 4.28 0.53 -3.32 -0.219
C 5.10 0.46 -4.43 -0.157
C 2.30 -0.20 -2.08 -0.036
C 1.62 -0.13 -1.07 -0.300
H 3.43 -1.90 -6.20 0.228
H 1.95 -1.76 -4.22 0.227
H 4.52 1.20 -2.51 0.226
H 5.99 1.08 -4.50 0.229
```

---

(2)
C35H38BCoF3IN7O2Sb as an isolated structure, computed with the ωB97M-V functional and the def2-TZVPD basis.

The electronic energy comes out at -112539.1594 eV. As for the expectation value of S²: 3.756. The calculation puts the energy relative to the best compared isomer or geometry (same formula, charge and spin) at 13.3 kJ/mol. Its net charge is -1. Its spin multiplicity is 4. For the LUMO energy (spin up / spin down), the calculation gives 2.408 / 2.407 eV. Its HOMO-LUMO gap (spin up / spin down) is 7.5920 / 7.5774 eV. The maximum force is 0.0077 Eh/bohr.

```
89
Properties=species:S:1:pos:R:3:lowdin_spin:R:1
Co 1.03 -0.13 -0.97 2.760
C 0.23 2.47 1.75 0.000
C 0.88 2.88 0.48 0.004
C 1.50 4.10 0.20 0.002
C 1.97 3.98 -1.09 0.001
C 2.70 4.97 -1.93 0.000
N 1.63 2.75 -1.54 0.001
N 0.96 2.07 -0.57 0.031
B 1.79 2.16 -2.96 0.000
N 0.44 1.67 -3.44 0.000
N -0.26 0.71 -2.76 0.031
C -1.43 0.59 -3.38 0.002
C -2.51 -0.34 -2.95 0.000
C -1.49 1.46 -4.48 0.001
C -0.29 2.13 -4.48 -0.001
C 0.21 3.18 -5.42 0.000
N 2.81 1.00 -2.99 0.002
N 2.45 -0.25 -2.59 0.031
C 3.43 -1.08 -2.94 0.004
C 3.37 -2.54 -2.69 0.000
C 4.46 -0.36 -3.56 0.002
C 4.03 0.95 -3.57 0.001
C 4.72 2.16 -4.10 0.000
H 0.08 3.34 2.40 0.000
H -0.75 2.02 1.57 0.000
H 0.86 1.75 2.28 0.000
H 1.59 4.95 0.85 0.000
H 2.84 5.89 -1.36 0.000
H 3.68 4.61 -2.24 0.000
H 2.15 5.22 -2.84 0.000
H 2.19 3.03 -3.68 0.000
H -2.28 -0.87 -2.04 0.000
H -3.44 0.22 -2.81 0.000
H -2.71 -1.08 -3.73 0.000
H -2.30 1.58 -5.17 0.000
H -0.53 3.35 -6.20 0.000
H 0.38 4.13 -4.90 0.000
H 1.14 2.89 -5.89 0.000
H 2.36 -2.85 -2.43 0.000
H 3.70 -3.09 -3.57 0.000
H 4.02 -2.82 -1.85 0.000
H 5.39 -0.74 -3.94 0.000
H 5.66 1.87 -4.56 0.000
H 4.12 2.68 -4.85 0.000
H 4.94 2.88 -3.31 0.000
N 1.39 -3.11 -0.24 0.010
C 0.09 -3.63 -0.59 0.000
C -0.94 -2.53 -0.79 0.006
O -2.11 -2.86 -0.95 0.007
O -0.55 -1.31 -0.71 0.036
H 2.08 -3.83 -0.13 0.000
H 1.38 -2.56 0.62 0.000
H -0.35 -4.33 0.14 0.000
H 0.16 -4.17 -1.54 0.000
F -0.27 1.51 8.09 0.000
C -0.43 0.98 6.85 0.000
C -1.68 1.02 6.27 0.000
C -1.84 0.48 5.00 0.000
C -0.77 -0.08 4.32 0.000
C 0.48 -0.07 4.93 0.000
C 0.66 0.45 6.21 0.000
Sb -0.82 -0.85 2.31 0.002
C -1.15 -2.90 2.85 0.001
C -2.06 -3.70 2.16 0.000
C -2.20 -5.05 2.46 0.000
C -1.41 -5.59 3.46 0.000
F -1.54 -6.91 3.75 0.000
C -0.50 -4.84 4.17 0.000
C -0.37 -3.49 3.85 0.000
C -2.86 -0.40 1.88 0.000
C -3.93 -0.82 2.66 0.000
C -5.24 -0.54 2.31 0.000
C -5.45 0.18 1.15 0.000
F -6.73 0.46 0.79 0.000
C -4.42 0.61 0.34 0.000
C -3.12 0.31 0.71 0.000
H -2.51 1.46 6.81 0.000
H -2.82 0.51 4.55 0.000
H 1.36 -0.44 4.40 0.000
H 1.63 0.45 6.69 0.000
H -2.65 -3.29 1.35 0.000
H -2.89 -5.68 1.92 0.000
H 0.10 -5.30 4.94 0.000
H 0.34 -2.90 4.41 0.000
H -3.75 -1.40 3.56 0.000
H -6.08 -0.86 2.90 0.000
H -4.64 1.15 -0.57 0.000
H -2.31 0.61 0.06 0.000
I 3.00 -0.20 0.89 0.062
```

---

(3)
C21H12F3N3O2Pt as an isolated structure at a distorted geometry, computed with the ωB97M-V functional and the def2-TZVPD basis.

The electronic energy comes out at -41912.1059 eV. As for the expectation value of S²: 6.041. Its net charge is +2. Its spin multiplicity is 5. For the LUMO energy (spin up / spin down), the calculation gives -6.957 / -9.705 eV. Its HOMO-LUMO gap (spin up / spin down) is 8.3845 / 5.8087 eV. The maximum force is 0.0329 Eh/bohr.

```
42
Properties=species:S:1:pos:R:3:nbo_charge:R:1
Pt -1.34 -1.16 -1.31 1.039
O 2.14 -1.26 4.83 -0.331
N 2.50 -2.14 4.11 0.518
O 3.27 -3.05 4.37 -0.326
C 1.93 -2.11 2.74 0.095
C 2.82 -2.39 1.73 -0.141
C 2.43 -2.25 0.36 -0.066
C 3.25 -2.47 -0.75 -0.076
C 2.80 -2.27 -2.01 -0.224
C 1.50 -1.80 -2.23 0.102
N 0.68 -1.64 -1.19 -0.492
C 1.10 -1.83 0.12 0.163
C 0.13 -1.65 1.21 0.235
N -1.14 -1.34 0.86 -0.481
C -2.04 -1.09 1.77 0.091
C -1.76 -1.23 3.11 -0.215
C -0.48 -1.61 3.50 -0.066
C 0.52 -1.77 2.54 -0.094
H 3.82 -2.64 2.11 0.284
H 4.32 -2.75 -0.67 0.265
H 3.46 -2.38 -2.86 0.266
H 1.01 -1.54 -3.19 0.244
H -3.03 -0.83 1.45 0.235
H -2.58 -1.06 3.80 0.267
H -0.26 -1.75 4.56 0.271
F -1.81 -3.89 -1.51 -0.287
C -2.48 -2.98 -2.20 0.871
F -3.75 -2.99 -1.87 -0.276
F -2.33 -3.11 -3.47 -0.262
C -1.27 0.87 -1.48 -0.167
C -1.16 2.09 -1.46 -0.093
C -1.15 3.49 -1.49 0.062
C -2.32 4.20 -1.88 -0.110
C -2.27 5.58 -1.98 -0.213
C -1.08 6.23 -1.67 -0.005
C 0.01 5.52 -1.08 -0.190
C 0.01 4.16 -1.00 -0.162
H -3.22 3.70 -2.17 0.251
H -3.11 6.10 -2.37 0.258
H -0.93 7.30 -1.84 0.253
H 0.89 6.11 -0.84 0.255
H 0.91 3.66 -0.63 0.254
```

---

(4)
C4H20O7V as an isolated structure at a distorted geometry, computed with the ωB97M-V functional and the def2-TZVPD basis.

The electronic energy comes out at -44488.9398 eV. As for the expectation value of S²: 3.771. The calculation puts the energy relative to the best compared isomer or geometry (same formula, charge and spin) at 366.7 kJ/mol. Its net charge is 0. Its spin multiplicity is 4. For the LUMO energy (spin up / spin down), the calculation gives -1.859 / -1.957 eV. Its HOMO-LUMO gap (spin up / spin down) is 7.3657 / 7.4182 eV. The maximum force is 0.0986 Eh/bohr.

```
32
Properties=species:S:1:pos:R:3:nbo_charge:R:1
V 20.53 0.21 -23.49 1.576
C 24.38 1.29 -24.76 -0.641
C 23.81 -0.09 -24.25 -0.039
O 22.48 -0.44 -24.35 -0.959
H 24.57 1.48 -25.82 0.207
H 25.38 1.39 -24.33 0.212
H 23.72 2.10 -24.44 0.194
H 24.20 -0.30 -23.26 0.126
H 24.35 -0.84 -24.83 0.150
C 22.84 3.02 -21.58 -0.632
C 21.74 2.17 -20.84 -0.043
O 21.15 1.17 -21.63 -1.051
H 22.53 3.49 -22.51 0.175
H 23.65 2.32 -21.73 0.216
H 23.25 3.84 -20.99 0.227
H 21.00 2.86 -20.43 0.139
H 22.29 1.61 -20.08 0.147
O 18.28 1.07 -20.68 -0.962
H 18.26 2.00 -20.44 0.471
H 19.21 0.88 -20.78 0.486
O 20.62 5.48 -23.53 -0.931
H 19.92 5.28 -22.91 0.466
H 21.27 4.79 -23.40 0.465
O 22.34 2.86 -17.72 -0.958
H 23.16 2.44 -17.97 0.492
H 21.76 2.71 -18.47 0.457
O 24.42 1.24 -18.95 -0.970
H 25.06 0.76 -18.42 0.480
H 23.97 0.57 -19.45 0.489
O 23.33 -1.03 -20.39 -0.954
H 23.56 -1.33 -21.27 0.484
H 22.66 -0.35 -20.54 0.482
```

---

(5)
A 2-piece molecular cluster, C19H37BrN2O5P overall at a distorted geometry, computed with the ωB97M-V functional and the def2-TZVPD basis.

The electronic energy comes out at -112855.1998 eV. Its net charge is -1. For the LUMO energy, the calculation gives 2.163 eV. Its HOMO-LUMO gap is 6.9211 eV. The maximum force is 0.0508 Eh/bohr.

```
65
Properties=species:S:1:pos:R:3:nbo_charge:R:1
C 2.35 -0.23 2.98 -0.610
C 1.46 -0.06 1.72 -0.423
C 1.68 1.27 0.99 -0.378
C 0.42 1.79 0.25 -0.398
C 0.39 1.20 -1.16 -0.415
C -0.99 1.17 -1.85 -0.390
C -2.18 0.77 -0.97 -0.400
C -1.95 -0.51 -0.14 -0.416
C -3.14 -1.48 -0.27 -0.376
C -3.11 -2.61 0.78 -0.397
C -2.25 -3.82 0.32 -0.398
C -0.84 -3.62 0.91 -0.425
C 0.12 -4.78 0.62 -0.243
N 1.54 -4.44 0.76 -0.446
Br 1.83 -3.68 2.45 0.150
C 1.99 -3.58 -0.33 -0.533
C 3.30 -2.79 -0.07 0.732
O 4.29 -3.35 0.43 -0.712
O 3.27 -1.58 -0.45 -0.796
P 2.38 -4.72 -1.77 2.312
O 2.92 -5.97 -1.26 -1.080
O 1.00 -4.92 -2.62 -0.986
O 3.52 -4.01 -2.66 -0.961
H 3.14 -0.96 2.78 0.232
H 1.73 -0.68 3.77 0.194
H 2.75 0.71 3.34 0.184
H 1.62 -0.93 1.08 0.251
H 0.41 -0.08 2.04 0.170
H 2.50 1.21 0.26 0.216
H 2.01 2.00 1.74 0.175
H 0.50 2.88 0.22 0.179
H -0.43 1.51 0.88 0.194
H 0.88 0.22 -1.14 0.226
H 1.03 1.85 -1.78 0.199
H -0.94 0.41 -2.65 0.188
H -1.19 2.12 -2.36 0.196
H -2.48 1.58 -0.29 0.209
H -3.04 0.63 -1.64 0.192
H -1.88 -0.24 0.92 0.201
H -1.03 -0.97 -0.50 0.209
H -4.08 -0.94 -0.12 0.191
H -3.18 -1.88 -1.29 0.189
H -4.11 -2.92 1.08 0.195
H -2.64 -2.19 1.67 0.196
H -2.23 -3.90 -0.77 0.194
H -2.65 -4.75 0.74 0.193
H -0.41 -2.68 0.54 0.211
H -1.00 -3.47 1.98 0.206
H -0.09 -5.24 -0.35 0.214
H -0.09 -5.56 1.36 0.198
H 1.21 -2.89 -0.70 0.198
H 1.09 -4.48 -3.47 0.492
H 3.24 -3.14 -2.99 0.497
C -0.73 7.60 -1.46 -0.613
C -0.58 7.63 0.06 -0.378
C -0.34 6.24 0.66 -0.511
C -1.46 5.35 0.36 0.290
N -2.36 4.66 0.13 -0.333
H -1.59 7.01 -1.77 0.219
H -0.87 8.61 -1.85 0.211
H 0.16 7.18 -1.93 0.206
H -1.48 8.07 0.50 0.205
H 0.26 8.28 0.32 0.205
H -0.22 6.31 1.74 0.249
H 0.57 5.80 0.25 0.249
```

---

(6)
C22H52InO3Si as an isolated structure at a distorted geometry, computed with the ωB97M-V functional and the def2-TZVPD basis.

The electronic energy comes out at -42850.0365 eV. Its net charge is -1. For the LUMO energy, the calculation gives 2.290 eV. Its HOMO-LUMO gap is 6.8294 eV. The maximum force is 0.0923 Eh/bohr.

```
79
Properties=species:S:1:pos:R:3:mulliken_charge:R:1
C 5.75 -1.98 -2.66 -1.001
Si 4.34 -1.16 -3.67 0.741
C 3.47 0.10 -2.53 -0.525
C 5.22 -0.11 -5.05 -1.105
O 3.30 -2.25 -4.50 -0.393
C 3.06 -3.48 -3.78 -0.527
C 1.89 -3.35 -2.65 0.013
In -0.05 -4.05 -3.65 0.638
C -1.85 -2.79 -3.11 -1.196
C -1.42 -1.59 -2.13 1.028
C -1.84 -0.12 -2.70 -0.837
C -0.57 0.66 -3.30 0.048
O -0.86 1.36 -4.54 -0.393
C -1.12 0.46 -5.60 0.198
O -2.24 0.54 -6.17 -0.517
H 6.45 -1.13 -2.33 0.315
H 6.34 -2.70 -3.32 0.301
H 5.40 -2.48 -1.69 0.240
H 2.50 -0.25 -2.05 -0.204
H 3.35 1.13 -3.05 0.328
H 4.20 0.31 -1.65 0.263
H 4.62 -0.17 -6.03 0.253
H 6.22 -0.62 -5.27 0.287
H 5.32 0.99 -4.74 0.289
H 2.63 -4.23 -4.56 0.284
H 4.00 -3.99 -3.36 0.203
H 2.14 -4.10 -1.81 0.298
H 1.82 -2.30 -2.22 -0.514
H -0.42 -5.78 -3.37 -0.413
H 0.21 -3.84 -5.44 -0.391
H -2.59 -3.46 -2.52 0.296
H -2.34 -2.42 -4.09 0.310
H -1.84 -1.80 -1.10 0.262
H -0.27 -1.62 -2.04 -0.778
H -2.26 0.46 -1.80 0.128
H -2.69 -0.22 -3.48 0.434
H -0.21 1.38 -2.49 0.255
H 0.30 -0.09 -3.46 -0.005
H -0.38 -0.33 -5.96 0.362
C -0.51 0.32 2.91 -1.248
C 0.01 -0.15 1.55 0.111
C 0.26 -1.66 1.49 -0.227
C 1.33 -2.18 2.45 -0.996
C 2.71 -1.54 2.29 -0.590
C 3.33 -1.79 0.92 -0.615
H 0.22 0.12 3.70 0.293
H -0.70 1.39 2.89 0.337
H -1.44 -0.19 3.17 0.301
H 0.91 0.40 1.29 0.279
H -0.74 0.11 0.79 0.062
H 0.52 -1.93 0.46 -0.179
H -0.68 -2.18 1.71 0.438
H 1.42 -3.26 2.31 0.436
H 1.00 -2.04 3.49 0.326
H 3.38 -1.95 3.06 0.387
H 2.66 -0.46 2.48 0.298
H 3.44 -2.86 0.74 0.305
H 4.32 -1.34 0.87 0.418
H 2.73 -1.36 0.12 -0.126
C -4.14 5.82 6.24 -1.187
C -4.79 5.34 4.95 -0.339
C -5.33 3.92 5.04 -0.749
C -4.27 2.84 5.30 -0.844
C -3.14 2.77 4.27 -0.114
C -3.63 2.43 2.87 -1.183
H -3.27 5.22 6.51 0.286
H -3.80 6.86 6.13 0.370
H -4.85 5.79 7.07 0.292
H -4.08 5.44 4.12 0.249
H -5.62 6.02 4.71 0.370
H -5.87 3.69 4.12 0.302
H -6.08 3.87 5.84 0.390
H -4.78 1.86 5.34 0.391
H -3.84 2.99 6.29 0.331
H -2.43 2.01 4.59 0.249
H -2.59 3.72 4.25 0.231
H -4.14 1.47 2.86 0.269
H -2.78 2.37 2.18 0.304
H -4.32 3.19 2.48 0.397
```

---

(7)
C34H34N3O8P2PdS as an isolated structure, computed with the ωB97M-V functional and the def2-TZVPD basis.

The electronic energy comes out at -89550.4018 eV. As for the expectation value of S²: 6.067. The calculation puts the energy relative to the best compared isomer or geometry (same formula, charge and spin) at 0.0 kJ/mol. Its net charge is +1. Its spin multiplicity is 5. For the LUMO energy (spin up / spin down), the calculation gives -2.007 / -5.431 eV. Its HOMO-LUMO gap (spin up / spin down) is 7.9775 / 5.9652 eV. The maximum force is 0.0120 Eh/bohr.

```
83
Properties=species:S:1:pos:R:3:lowdin_spin:R:1
Pd 0.01 -0.44 -0.39 1.420
O -0.92 3.85 -1.47 0.012
P 0.02 2.61 -1.17 0.040
O 2.52 2.93 -2.13 0.035
O -0.37 1.81 0.03 0.059
O 0.09 1.76 -2.49 0.013
P -1.10 0.72 -3.09 0.012
O -0.17 -0.18 -4.01 0.001
O -2.08 1.52 -3.82 0.014
O -1.49 -0.08 -1.87 0.101
H -1.82 3.62 -1.76 0.000
H -0.25 0.07 -4.94 0.000
C 0.08 -4.97 2.78 0.000
C -0.17 -6.04 1.74 0.001
C -0.87 -7.20 2.08 0.001
C -1.11 -8.19 1.14 0.000
C -0.66 -8.05 -0.16 0.001
C 0.01 -6.90 -0.52 0.000
C 0.25 -5.90 0.42 0.001
N 0.94 -4.72 0.00 0.012
C 0.37 -3.49 -0.07 0.022
N -1.02 -3.54 0.04 0.176
C -1.91 -2.61 0.48 0.226
C -1.52 -1.26 0.76 0.405
C -2.45 -0.44 1.40 0.033
C -3.74 -0.88 1.61 0.170
C -4.13 -2.20 1.23 0.064
C -3.26 -3.07 0.66 0.053
C -3.66 -4.48 0.30 0.002
N 1.01 -2.39 -0.27 0.120
C 2.44 -2.44 -0.28 0.006
C 3.12 -2.49 0.93 0.010
C 4.50 -2.48 0.96 -0.001
C 5.20 -2.42 -0.24 0.009
C 4.51 -2.37 -1.44 -0.001
C 3.12 -2.38 -1.49 0.008
C 2.37 -2.27 -2.78 0.001
H 0.17 -5.42 3.76 0.000
H -0.74 -4.25 2.82 0.000
H 1.00 -4.43 2.57 0.000
H -1.21 -7.32 3.10 0.000
H -1.65 -9.09 1.44 0.000
H -0.84 -8.82 -0.89 0.000
H 0.36 -6.75 -1.54 0.000
H 1.93 -4.75 -0.20 0.000
H -1.40 -4.47 -0.08 0.003
H -2.18 0.58 1.64 0.002
H -4.48 -0.22 2.03 0.009
H -5.16 -2.51 1.40 0.002
H -4.72 -4.63 0.49 0.000
H -3.11 -5.22 0.89 0.001
H -3.48 -4.68 -0.76 0.000
H 2.55 -2.52 1.86 0.001
H 5.03 -2.52 1.90 0.000
H 6.29 -2.41 -0.24 0.001
H 5.06 -2.31 -2.37 0.000
H 3.05 -2.29 -3.63 0.000
H 1.80 -1.34 -2.83 0.000
H 1.65 -3.08 -2.90 0.000
O 2.11 0.49 -0.66 0.037
S 2.64 1.20 0.58 0.036
C 4.41 1.14 0.45 0.018
C 5.06 1.25 -0.77 0.004
C 6.44 1.16 -0.80 0.001
C 7.16 0.97 0.38 0.001
C 6.50 0.85 1.59 0.001
C 5.11 0.93 1.64 0.003
C 2.32 2.94 0.30 0.225
C 1.74 3.36 -1.03 0.057
C 1.62 4.85 -1.11 0.217
C 1.90 5.68 -0.07 0.008
C 2.35 5.18 1.17 0.318
C 2.57 3.80 1.32 0.010
H 4.49 1.42 -1.67 0.000
H 6.96 1.25 -1.74 0.000
H 8.24 0.90 0.35 0.000
H 7.05 0.70 2.51 0.000
H 4.58 0.82 2.57 0.000
H 2.30 2.00 -2.31 0.001
H 1.31 5.24 -2.07 0.009
H 1.79 6.75 -0.20 -0.005
H 2.55 5.85 1.99 0.017
H 2.96 3.42 2.26 -0.005
```